Arrangement 1

The following is a DFT calculation (wB97M-V/def2-TZVPD) of 5 unconnected molecules or ions with the total composition CH14N2O4.

```
21
Properties=species:S:1:pos:R:3
O 0.818 1.689 -1.605
O 4.376 -2.413 -0.563
O 2.564 0.050 1.437
O -1.239 -2.105 0.001
N -0.977 1.765 0.793
N -2.933 0.405 -0.312
C -2.360 1.774 0.311
H 4.234 -3.207 -1.063
H 0.655 0.878 -2.243
H -2.929 1.946 1.240
H -1.711 -2.748 -0.516
H -0.013 1.548 -1.057
H 3.761 -2.593 0.247
H 2.806 -0.204 0.485
H -2.792 -0.287 0.409
H 2.510 -0.889 1.723
H -0.742 0.944 1.405
H -2.321 0.113 -1.026
H -0.785 2.631 1.235
H -2.534 2.606 -0.432
H -0.386 -1.904 -0.469
```

## Properties
**Frontier orbital gap**: 9.2 eV
**Structure (SMILES)**: NCN.O.O.O.O
**Net charge**: 0



Arrangement 2

The following is a DFT calculation (wB97M-V/def2-TZVPD) of 5 unconnected molecules or ions with the total composition CH14N2O4.

```
21
Properties=species:S:1:pos:R:3
O 1.601 -4.186 0.697
O 0.003 3.453 2.464
O 0.502 1.166 -1.633
O 2.658 -0.827 -1.118
N -1.169 0.738 1.076
N -1.551 -0.522 -1.026
C -2.135 0.092 0.186
H -1.246 -1.463 -0.818
H -1.471 1.678 1.300
H -2.699 -0.620 0.773
H -2.291 -0.625 -1.713
H 2.188 -0.175 -1.637
H -2.828 0.845 -0.184
H 2.353 -3.664 0.442
H 0.376 2.574 2.605
H 0.879 -3.819 0.173
H 3.519 -1.027 -1.485
H -0.255 0.917 0.673
H 1.265 0.999 -1.094
H -0.289 0.601 -1.508
H 0.588 3.864 1.827
```

## Properties
**Frontier orbital gap**: 10.0 eV
**Structure (SMILES)**: NCN.O.O.O.O
**Net charge**: 0



Least stable of them? arrangement 1.



Arrangement 1

The following is a DFT calculation (wB97M-V/def2-TZVPD) of a single C10H10O2 molecule.

```
22
Properties=species:S:1:pos:R:3
O -3.207 -1.538 0.043
O -3.541 1.297 0.081
C 0.146 0.898 -0.028
C -0.803 -1.284 -0.077
C 2.500 0.384 -0.209
C -2.090 -0.752 -0.129
C -1.180 1.472 -0.061
C 0.260 -0.498 -0.195
C 1.491 1.587 0.001
C 2.612 -0.831 0.718
C 1.709 -0.906 -0.498
C -2.325 0.662 -0.036
H 1.596 2.205 -0.886
H 1.927 -1.450 -1.528
H 1.947 -0.888 1.594
H 3.286 0.658 -0.871
H 1.552 2.172 1.001
H -4.249 0.584 0.385
H -1.394 2.549 0.064
H 3.534 -1.408 0.751
H -0.852 -2.423 -0.107
H -2.919 -2.489 -0.014
```

## Properties
**Frontier orbital gap**: 8.5 eV
**Structure (SMILES)**: Oc1cc2c(cc1O)[C@@H]1C[C@@H]1C2
**Net charge**: 0



Arrangement 2

The following is a DFT calculation (wB97M-V/def2-TZVPD) of a single C10H10O2 molecule.

```
22
Properties=species:S:1:pos:R:3
O -3.306 -1.382 0.126
O 3.052 -0.267 -0.473
C -1.321 1.925 -0.003
C 1.044 -1.483 0.073
C -2.772 1.191 -0.056
C -0.318 0.819 -0.046
C -1.034 -0.404 0.002
C 3.965 0.447 0.444
C -0.345 -1.587 -0.040
C 1.732 -0.258 -0.157
C 1.062 0.884 -0.143
C -2.545 -0.437 0.067
H -0.842 -2.602 -0.042
H 4.937 0.438 -0.042
H 4.116 -0.345 1.161
H -3.515 1.602 -0.696
H 1.510 1.888 -0.030
H -3.530 1.329 0.731
H 1.600 -2.296 0.003
H -1.402 2.545 0.935
H 3.598 1.379 0.636
H -1.252 2.678 -0.721
```

## Properties
**Frontier orbital gap**: 9.4 eV
**Structure (SMILES)**: COc1ccc2c(c1)CCC2=O
**Net charge**: 0



Least stable of them? arrangement 2.



Arrangement 1

The following is a DFT calculation (wB97M-V/def2-TZVPD) of 2 unconnected molecules or ions with the total composition C4H6N2O3S.

```
16
Properties=species:S:1:pos:R:3
S -1.934 0.881 -0.382
O -2.939 1.873 -0.291
O 1.768 -1.616 -0.922
O -1.669 0.008 -1.530
N -2.224 -0.326 0.817
N 1.046 -0.814 1.018
C 1.086 0.205 0.081
C 0.466 1.487 0.230
C 1.607 -0.261 -1.074
C 1.502 -1.879 0.334
H 1.751 -2.803 0.768
H 0.700 2.197 -0.551
H 0.620 1.821 1.241
H -2.086 0.021 1.686
H -1.309 -0.928 0.629
H 1.615 0.133 -2.055
```

## Properties
**Frontier orbital gap (spin up / spin down)**: 7.8 / 7.8 eV
**Net charge**: 0



Arrangement 2

The following is a DFT calculation (wB97M-V/def2-TZVPD) of 2 unconnected molecules or ions with the total composition C4H6N2O3S.

```
16
Properties=species:S:1:pos:R:3
S 0.707 1.081 0.621
O 1.008 2.113 1.499
O -0.149 1.349 -0.496
O -1.614 -1.049 -1.752
N -2.930 0.829 -1.121
N -0.090 -2.421 0.260
C -0.104 -0.316 1.531
C -0.271 -1.386 0.819
C -2.208 -0.088 -1.411
C 2.257 0.418 -0.121
H 1.706 -0.363 -0.732
H -2.774 1.744 -0.718
H 2.980 0.026 0.572
H -0.761 -2.911 -0.424
H -0.604 -0.103 2.385
H 2.848 1.075 -0.913
```

## Properties
**Frontier orbital gap**: 10.2 eV
**Structure (SMILES)**: CS(=O)(=O)C=C=N.N=C=O
**Net charge**: 0



Least stable of them? arrangement 1.



Arrangement 1

The following is a DFT calculation (wB97M-V/def2-TZVPD) of a molecular structure, C19H19F3NO5S2.

```
49
Properties=species:S:1:pos:R:3
S -1.724 -1.695 0.752
S -0.967 -0.639 3.198
F -1.819 -3.020 4.178
F -1.310 -1.503 5.707
F 0.286 -2.526 4.575
O -0.140 0.614 -1.770
O 1.599 -0.423 -0.783
O 2.399 1.768 1.457
O -1.671 -0.442 0.052
O -2.984 -2.155 1.249
N -0.567 -1.805 1.960
C 0.161 -4.924 -0.647
C 1.832 4.554 0.758
C 0.092 6.247 0.651
C 0.447 -4.525 -1.972
C -0.487 3.899 0.776
C 1.451 5.896 0.661
C -1.051 -2.661 -1.735
C -0.222 -3.436 -2.548
C 0.322 1.088 0.546
C -0.668 -4.145 0.151
C 1.288 2.072 0.988
C -0.967 -2.001 4.491
C 0.660 0.366 -0.690
C 0.859 3.534 0.838
C 0.857 -1.848 1.687
C 0.566 0.671 -3.054
C -0.871 5.244 0.703
C -1.109 -2.923 -0.360
C -0.400 0.308 -4.145
H 1.021 -2.593 0.902
H -1.155 1.095 -4.257
H 1.178 -5.088 -2.554
H -0.959 -4.437 1.162
H -1.633 -1.831 -2.132
H -0.704 1.156 0.869
H 0.909 1.714 -3.175
H 1.253 -0.861 1.377
H 2.211 6.664 0.596
H 0.155 0.222 -5.088
H 1.352 -2.158 2.625
H 1.446 0.004 -3.042
H -1.250 3.128 0.763
H -0.100 -3.170 -3.609
H -1.932 5.484 0.685
H -0.908 -0.642 -3.964
H 0.578 -5.845 -0.226
H 2.885 4.270 0.763
H -0.206 7.296 0.629
```

## Properties
**Frontier orbital gap**: 5.6 eV
**Net charge**: -1



Arrangement 2

The following is a DFT calculation (wB97M-V/def2-TZVPD) of a gas-phase ion, C19H19F3NO5S2 (charge -1).

```
49
Properties=species:S:1:pos:R:3
S 2.153 -1.792 3.046
S -0.470 -0.712 3.590
F -1.976 -1.651 5.839
F -0.323 -0.347 6.469
F 0.071 -2.429 5.942
O -1.351 1.990 2.646
O 0.766 0.508 -0.048
O 1.602 1.276 1.887
O 1.772 -1.799 1.652
O 2.147 -3.023 3.787
N 1.258 -0.607 3.825
C 5.588 -0.180 1.799
C 2.562 0.455 -1.654
C -2.637 0.891 0.964
C -0.462 -0.072 1.888
C -2.998 -0.342 0.390
C 1.666 1.359 -0.857
C -1.500 1.027 1.903
C 5.620 -0.127 4.234
C -3.952 -0.381 -0.623
C -4.346 2.007 -0.339
C 1.679 0.659 4.389
C 0.760 0.636 1.288
C 6.190 0.213 3.001
C -4.632 0.792 -0.987
C 3.772 -1.098 3.051
C 4.377 -0.869 1.815
C 4.426 -0.845 4.261
C -0.676 -1.361 5.665
C -3.352 2.055 0.639
H 3.124 -0.227 -1.008
H 3.276 1.052 -2.226
H 6.090 0.171 5.174
H 2.694 0.908 4.076
H -4.884 2.921 -0.611
H -2.497 -1.246 0.737
H -5.393 0.747 -1.770
H 3.967 -1.181 5.191
H 1.629 0.583 5.482
H 7.119 0.782 2.976
H -3.091 2.996 1.127
H 2.221 2.034 -0.199
H 1.974 -0.147 -2.355
H -0.656 -0.925 1.236
H 6.048 0.041 0.834
H 3.893 -1.223 0.905
H 0.992 1.435 4.041
H -4.146 -1.333 -1.123
H 0.983 1.904 -1.515
```

## Properties
**Frontier orbital gap**: 5.4 eV
**Net charge**: -1



Least stable of them? arrangement 2.



Arrangement 1

The following is a DFT calculation (wB97M-V/def2-TZVPD) of a molecular structure, C2H9N2S.

```
14
Properties=species:S:1:pos:R:3
S 0.744 -1.785 -1.892
N 0.076 0.972 -1.067
N 0.760 -1.145 -0.223
C 0.632 0.753 1.273
C 0.413 0.128 -0.090
H 0.567 -1.749 0.575
H -1.603 -1.283 -0.744
H -0.045 0.212 2.043
H 0.305 1.798 1.050
H -0.357 1.912 -0.786
H -1.814 -1.051 -0.032
H 1.934 -2.212 -2.059
H 1.738 0.856 1.366
H 0.050 0.578 -1.962
```

## Properties
**Frontier orbital gap**: 10.9 eV
**Net charge**: +1



Arrangement 2

The following is a DFT calculation (wB97M-V/def2-TZVPD) of 2 unconnected molecules or ions with the total composition C2H9N2S.

```
14
Properties=species:S:1:pos:R:3
S 1.036 -1.680 -1.398
N -0.253 0.959 0.255
N -1.285 -0.478 1.807
C 0.046 2.291 -0.253
C -0.984 0.724 1.320
H -0.423 3.039 0.427
H 0.090 0.142 -0.267
H 1.489 -0.781 -2.260
H 2.098 -1.496 -0.613
H -0.978 -1.360 1.332
H -0.353 2.409 -1.272
H -1.865 -0.541 2.609
H 1.143 2.429 -0.288
H -1.376 1.579 1.872
```

## Properties
**Frontier orbital gap**: 10.7 eV
**Net charge**: +1



Least stable of them? arrangement 1.



Arrangement 1

The following is a DFT calculation (wB97M-V/def2-TZVPD) of 2 unconnected molecules or ions with the total composition CHNO3S.

```
7
Properties=species:S:1:pos:R:3
S 2.151 0.270 -0.153
O 3.326 -0.284 0.390
O 1.103 -0.494 -0.633
O 2.003 1.693 -0.108
N -3.199 0.406 -0.514
C -2.835 -0.348 0.249
H -2.550 -1.244 0.769
```

## Properties
**Frontier orbital gap**: 11.6 eV
**Structure (SMILES)**: O=S(=O)=O.C#N
**Net charge**: 0



Arrangement 2

The following is a DFT calculation (wB97M-V/def2-TZVPD) of a molecular structure, CHNO3S.

```
7
Properties=species:S:1:pos:R:3
S 2.748 0.630 -0.307
O 0.216 0.496 0.863
O 0.380 -0.696 -0.787
O -1.726 0.111 -0.314
N -0.602 -0.486 0.239
C 1.219 0.166 -0.104
H -2.236 -0.221 0.410
```

## Properties
**Frontier orbital gap**: 10.2 eV
**Net charge**: 0



Arrangement 3

The following is a DFT calculation (wB97M-V/def2-TZVPD) of a single CHNO3S molecule.

```
7
Properties=species:S:1:pos:R:3
S -1.012 -0.648 0.439
O 0.364 -1.348 -0.135
O -0.696 0.996 -0.133
O -2.088 -1.069 -0.375
N 0.539 1.406 -0.019
C 1.657 1.682 0.090
H 1.235 -1.019 0.132
```

## Properties
**Frontier orbital gap**: 11.6 eV
**Net charge**: 0



Least stable of them? arrangement 2.